Molecular formula: C5H5FInLiO4
Method: DFT, ωB97M-V/def2-TZVPD

Summary:
- LUMO level (spin up / spin down) (Eh) = -0.5758 / -0.5748
- energy above the lowest of the compared OMol25 structures with the same formula, charge and spin (kcal/mol) = 205.63
- energy (eV) = -21508.9569
- E_HOMO (spin up / spin down) (Eh) = -0.783 / -0.814

```
! wB97M-V def2-TZVPD RIJCOSX def2/J DEFGRID3
* xyz 3 2
H -0.69 0.83 1.14
O 0.45 0.93 -0.59
O 0.04 3.07 -0.66
O 2.14 2.31 -1.13
C -0.80 1.11 0.09
C -1.12 2.44 -0.24
C 0.99 2.17 -0.86
H -1.92 3.08 0.13
C 0.84 -2.33 1.10
C -0.39 -1.93 0.49
O -0.11 -1.89 -0.87
Li -1.33 -2.60 -2.04
In 1.35 -0.75 -1.12
F 1.87 -1.46 0.69
H 1.00 -2.68 2.12
H -1.38 -0.66 0.38
H -0.95 -1.63 1.40
*
```

=====

Molecular formula: C26H34N2O9
Method: DFT, ωB97M-V/def2-TZVPD

Summary:
- LUMO level (Eh) = 0.0253
- energy above the lowest of the compared OMol25 structures with the same formula, charge and spin (kcal/mol) = 0.00
- energy (eV) = -48920.5547
- E_HOMO (Eh) = -0.281

```
! wB97M-V def2-TZVPD RIJCOSX def2/J DEFGRID3
* xyz 0 1
C 5.05 1.54 1.47
C 3.90 0.57 1.64
O 4.06 -0.62 1.80
N 2.68 1.18 1.57
C 1.40 0.63 1.70
C 1.17 -0.71 1.93
C -0.13 -1.19 2.03
C -1.21 -0.33 1.92
C -0.98 1.04 1.72
C 0.32 1.51 1.59
O -2.10 1.83 1.68
C -2.03 3.10 1.08
C -1.72 3.04 -0.42
O -0.48 3.68 -0.67
C 0.07 3.37 -1.93
C 0.92 2.09 -1.92
O 0.06 0.97 -1.85
C 0.62 -0.24 -1.53
C 1.99 -0.44 -1.44
C 2.51 -1.67 -1.04
N 3.88 -1.87 -0.88
C 4.89 -0.96 -0.96
C 6.21 -1.54 -0.50
O 4.77 0.18 -1.36
C 1.64 -2.72 -0.77
C 0.28 -2.54 -0.90
C -0.25 -1.31 -1.27
O -1.63 -1.20 -1.29
C -2.21 -0.76 -2.50
C -3.74 -0.86 -2.38
O -4.32 0.29 -1.81
C -4.25 0.36 -0.40
C -5.30 -0.52 0.30
O -4.94 -1.88 0.46
C -4.35 -2.23 1.68
C -2.82 -2.07 1.75
O -2.52 -0.71 2.01
H 4.85 2.49 1.94
H 5.95 1.10 1.90
H 5.21 1.69 0.40
H 2.69 2.18 1.42
H 2.00 -1.39 2.02
H -0.28 -2.24 2.18
H 0.50 2.55 1.40
H -3.02 3.53 1.25
H -1.29 3.74 1.57
H -2.51 3.53 -1.00
H -1.68 1.99 -0.72
H 0.73 4.21 -2.18
H -0.71 3.29 -2.69
H 1.53 2.05 -2.83
H 1.58 2.11 -1.04
H 2.68 0.35 -1.66
H 4.12 -2.76 -0.47
H 7.01 -0.84 -0.73
H 6.16 -1.68 0.58
H 6.41 -2.49 -0.98
H 2.03 -3.68 -0.45
H -0.40 -3.35 -0.70
H -1.93 0.28 -2.72
H -1.87 -1.40 -3.32
H -4.01 -1.75 -1.81
H -4.17 -0.93 -3.39
H -3.25 0.09 -0.05
H -4.44 1.40 -0.15
H -5.53 -0.08 1.27
H -6.20 -0.53 -0.32
H -4.80 -1.67 2.51
H -4.58 -3.30 1.81
H -2.38 -2.38 0.80
H -2.45 -2.71 2.56
*
```

=====

Molecular formula: C18H18AsKN2S6
Method: DFT, ωB97M-V/def2-TZVPD

Summary:
- LUMO level (spin up / spin down) (Eh) = 0.1401 / 0.1401
- energy (eV) = -164117.0000
- E_HOMO (spin up / spin down) (Eh) = -0.063 / -0.048

```
! wB97M-V def2-TZVPD RIJCOSX def2/J DEFGRID3
* xyz -2 1
K 3.38 -3.21 0.26
S 6.35 -5.14 3.71
As 6.29 -4.04 1.87
S 5.27 -2.17 2.15
S 5.44 -5.25 0.30
S 8.38 -3.69 1.51
S -0.10 -2.85 0.19
C -0.26 -1.20 -0.15
N -1.33 -0.46 0.41
C -1.70 0.76 -0.25
C -0.48 1.63 -0.34
N 0.56 0.93 -1.07
C 1.22 1.70 -2.11
C 0.31 1.99 -3.29
C -0.15 0.96 -4.10
C -1.03 1.22 -5.15
C -1.46 2.52 -5.40
C -1.01 3.56 -4.60
C -0.13 3.29 -3.55
C 0.66 -0.47 -1.00
S 1.89 -1.27 -1.89
C -2.29 -1.07 1.31
C -1.99 -0.84 2.78
C -1.80 -1.92 3.62
C -1.51 -1.73 4.97
C -1.40 -0.45 5.49
C -1.58 0.64 4.65
C -1.87 0.45 3.30
H -2.49 1.27 0.32
H -2.08 0.57 -1.27
H -0.15 1.89 0.67
H -0.72 2.56 -0.87
H 2.09 1.14 -2.42
H 1.54 2.65 -1.67
H 0.18 -0.06 -3.90
H -1.37 0.40 -5.78
H -2.15 2.72 -6.22
H -1.34 4.57 -4.78
H 0.22 4.10 -2.92
H -2.29 -2.14 1.12
H -3.28 -0.68 1.07
H -1.83 -2.93 3.21
H -1.33 -2.59 5.61
H -1.16 -0.30 6.53
H -1.49 1.65 5.04
H -1.99 1.31 2.65
*
```

=====

Molecular formula: C43H55N6OSW
Method: DFT, ωB97M-V/def2-TZVPD

Summary:
- LUMO level (spin up / spin down) (Eh) = -0.1368 / -0.1444
- energy above the lowest of the compared OMol25 structures with the same formula, charge and spin (kcal/mol) = 7.99
- energy (eV) = -69133.0774
- E_HOMO (spin up / spin down) (Eh) = -0.349 / -0.350

```
! wB97M-V def2-TZVPD RIJCOSX def2/J DEFGRID3
* xyz 1 3
W 0.21 -0.21 0.15
C -3.65 4.89 0.65
C -4.08 3.54 0.07
C -3.21 2.42 0.56
C -3.48 1.53 1.56
C -4.74 1.41 2.37
C -5.69 0.37 1.78
C -2.34 0.68 1.68
C -2.26 -0.39 2.56
C -1.18 -1.21 2.76
C -1.02 -2.14 3.86
C -2.08 -2.45 4.87
C -2.14 -1.41 5.99
C 0.27 -2.56 3.82
C 0.90 -1.91 2.70
C 2.23 -1.97 2.37
C 2.85 -1.24 1.37
N 2.25 -0.32 0.54
C 3.22 0.05 -0.38
C 3.05 0.88 -1.45
C 1.89 1.57 -1.79
N 0.70 1.42 -1.13
C -0.10 2.44 -1.58
C -1.33 2.73 -1.03
C -1.91 2.11 0.06
N -1.36 1.06 0.79
C 0.56 3.18 -2.62
C 1.81 2.64 -2.75
C 2.93 3.08 -3.63
C 3.90 4.03 -2.91
C -0.02 4.37 -3.31
C 0.11 5.65 -2.48
C 4.46 -0.61 -0.07
C 4.24 -1.41 1.01
C 5.19 -2.34 1.69
C 5.03 -3.79 1.19
C 5.71 -0.49 -0.88
C 5.68 -1.38 -2.13
N -0.02 -1.14 2.02
C 0.99 -3.45 4.79
C 1.81 -2.67 5.82
H -4.29 5.69 0.28
H -2.62 5.13 0.38
H -3.70 4.88 1.74
H -4.06 3.58 -1.02
H -5.11 3.34 0.35
H -5.23 2.38 2.40
H -4.49 1.16 3.40
H -5.98 0.64 0.77
H -6.60 0.29 2.38
H -5.22 -0.62 1.75
H -3.12 -0.54 3.21
H -1.88 -3.43 5.29
H -3.05 -2.51 4.37
H -1.20 -1.37 6.54
H -2.93 -1.65 6.70
H -2.33 -0.41 5.60
H 2.85 -2.63 2.95
H 3.92 1.07 -2.06
H -1.90 3.53 -1.48
H 2.52 3.59 -4.51
H 3.47 2.21 -4.00
H 3.38 4.93 -2.58
H 4.71 4.32 -3.57
H 4.33 3.56 -2.02
H -1.07 4.19 -3.55
H 0.49 4.51 -4.27
H -0.41 5.55 -1.53
H -0.32 6.50 -3.01
H 1.15 5.88 -2.27
H 5.04 -2.31 2.77
H 6.21 -2.01 1.51
H 4.02 -4.16 1.36
H 5.73 -4.45 1.70
H 5.23 -3.85 0.12
H 6.57 -0.76 -0.26
H 5.87 0.55 -1.17
H 5.58 -2.43 -1.86
H 6.59 -1.26 -2.71
H 4.83 -1.13 -2.77
H 1.64 -4.13 4.24
H 0.26 -4.08 5.30
H 2.55 -2.04 5.34
H 2.33 -3.35 6.49
H 1.16 -2.03 6.42
S 1.65 -3.04 -3.47
C 1.16 -2.11 -2.26
N 0.79 -1.42 -1.39
O -1.59 -1.19 -0.47
C -2.16 -1.25 -1.60
C -3.25 -2.26 -1.79
C -2.79 -3.38 -2.74
C -2.92 -3.02 -4.22
C -2.06 -1.85 -4.68
C -2.36 -0.54 -3.96
N -1.80 -0.48 -2.60
H -4.15 -1.78 -2.18
H -3.48 -2.66 -0.80
H -3.40 -4.26 -2.54
H -1.76 -3.66 -2.50
H -3.97 -2.80 -4.43
H -2.66 -3.90 -4.81
H -2.23 -1.69 -5.75
H -1.00 -2.08 -4.56
H -3.43 -0.36 -3.91
H -1.91 0.30 -4.50
H -0.99 0.11 -2.46
*
```

=====

Please write out number 4 again, unchanged.
Molecular formula: C43H55N6OSW
Method: DFT, ωB97M-V/def2-TZVPD

Summary:
- LUMO level (spin up / spin down) (Eh) = -0.1368 / -0.1444
- energy above the lowest of the compared OMol25 structures with the same formula, charge and spin (kcal/mol) = 7.99
- energy (eV) = -69133.0774
- E_HOMO (spin up / spin down) (Eh) = -0.349 / -0.350

```
! wB97M-V def2-TZVPD RIJCOSX def2/J DEFGRID3
* xyz 1 3
W 0.21 -0.21 0.15
C -3.65 4.89 0.65
C -4.08 3.54 0.07
C -3.21 2.42 0.56
C -3.48 1.53 1.56
C -4.74 1.41 2.37
C -5.69 0.37 1.78
C -2.34 0.68 1.68
C -2.26 -0.39 2.56
C -1.18 -1.21 2.76
C -1.02 -2.14 3.86
C -2.08 -2.45 4.87
C -2.14 -1.41 5.99
C 0.27 -2.56 3.82
C 0.90 -1.91 2.70
C 2.23 -1.97 2.37
C 2.85 -1.24 1.37
N 2.25 -0.32 0.54
C 3.22 0.05 -0.38
C 3.05 0.88 -1.45
C 1.89 1.57 -1.79
N 0.70 1.42 -1.13
C -0.10 2.44 -1.58
C -1.33 2.73 -1.03
C -1.91 2.11 0.06
N -1.36 1.06 0.79
C 0.56 3.18 -2.62
C 1.81 2.64 -2.75
C 2.93 3.08 -3.63
C 3.90 4.03 -2.91
C -0.02 4.37 -3.31
C 0.11 5.65 -2.48
C 4.46 -0.61 -0.07
C 4.24 -1.41 1.01
C 5.19 -2.34 1.69
C 5.03 -3.79 1.19
C 5.71 -0.49 -0.88
C 5.68 -1.38 -2.13
N -0.02 -1.14 2.02
C 0.99 -3.45 4.79
C 1.81 -2.67 5.82
H -4.29 5.69 0.28
H -2.62 5.13 0.38
H -3.70 4.88 1.74
H -4.06 3.58 -1.02
H -5.11 3.34 0.35
H -5.23 2.38 2.40
H -4.49 1.16 3.40
H -5.98 0.64 0.77
H -6.60 0.29 2.38
H -5.22 -0.62 1.75
H -3.12 -0.54 3.21
H -1.88 -3.43 5.29
H -3.05 -2.51 4.37
H -1.20 -1.37 6.54
H -2.93 -1.65 6.70
H -2.33 -0.41 5.60
H 2.85 -2.63 2.95
H 3.92 1.07 -2.06
H -1.90 3.53 -1.48
H 2.52 3.59 -4.51
H 3.47 2.21 -4.00
H 3.38 4.93 -2.58
H 4.71 4.32 -3.57
H 4.33 3.56 -2.02
H -1.07 4.19 -3.55
H 0.49 4.51 -4.27
H -0.41 5.55 -1.53
H -0.32 6.50 -3.01
H 1.15 5.88 -2.27
H 5.04 -2.31 2.77
H 6.21 -2.01 1.51
H 4.02 -4.16 1.36
H 5.73 -4.45 1.70
H 5.23 -3.85 0.12
H 6.57 -0.76 -0.26
H 5.87 0.55 -1.17
H 5.58 -2.43 -1.86
H 6.59 -1.26 -2.71
H 4.83 -1.13 -2.77
H 1.64 -4.13 4.24
H 0.26 -4.08 5.30
H 2.55 -2.04 5.34
H 2.33 -3.35 6.49
H 1.16 -2.03 6.42
S 1.65 -3.04 -3.47
C 1.16 -2.11 -2.26
N 0.79 -1.42 -1.39
O -1.59 -1.19 -0.47
C -2.16 -1.25 -1.60
C -3.25 -2.26 -1.79
C -2.79 -3.38 -2.74
C -2.92 -3.02 -4.22
C -2.06 -1.85 -4.68
C -2.36 -0.54 -3.96
N -1.80 -0.48 -2.60
H -4.15 -1.78 -2.18
H -3.48 -2.66 -0.80
H -3.40 -4.26 -2.54
H -1.76 -3.66 -2.50
H -3.97 -2.80 -4.43
H -2.66 -3.90 -4.81
H -2.23 -1.69 -5.75
H -1.00 -2.08 -4.56
H -3.43 -0.36 -3.91
H -1.91 0.30 -4.50
H -0.99 0.11 -2.46
*
```

=====

- Number 2 is which compound?
  C26H34N2O9

=====

- What is the energy in the first record?
  -21508.9569 eV

=====

- The highest energy belongs to which entry?
  C5H5FInLiO4